Formula: C4H9NOS
Source: the Open Molecules 2025 dataset
Level of theory: ωB97M-V/def2-TZVPD

Atoms and positions in Å:
C1 0.938669 -1.595803 -2.570374
C2 0.699052 -0.640087 -1.455247
C3 -0.485600 -0.245595 -1.007895
C4 -0.686680 0.535189 0.261305
O1 0.494013 0.562268 1.157607
S1 0.207367 0.248933 2.678412
N1 -0.443329 1.674839 3.230033
H1 -0.053206 -1.673013 -3.090211
H2 1.392029 -2.571002 -2.204172
H3 1.699449 -1.012500 -3.131355
H4 1.458953 -0.229162 -0.882068
H5 -1.394156 -0.688709 -1.408577
H6 -0.889348 1.625359 0.269633
H7 -1.552151 -0.032080 0.911200
H8 0.031209 2.418474 3.827944
H9 -1.416270 1.622888 3.413764

Forces on atoms 1 to 2 (eV/Å):
C 0.2 0.6 0.3
C -1.9 -0.4 0.5

Computed properties:
HOMO energy ... -8.40 eV
LUMO energy ... 0.855 eV
Orbital gap ... 0.340 hartree

Formula: C4H9NOS
Source: the Open Molecules 2025 dataset
Level of theory: ωB97M-V/def2-TZVPD

Atoms and positions in Å:
C1 -2.462155 -0.577248 1.246474
C2 -1.464037 -0.479863 0.118213
O1 -1.719137 0.101892 -0.949584
N1 -0.195865 -0.423280 0.677289
C3 1.042596 -0.396236 -0.187016
C4 1.311650 0.897348 -1.049341
S1 2.914215 0.665155 -2.034482
H1 -3.183224 -1.395405 1.045824
H2 -2.942531 0.398724 1.235982
H3 -1.893675 -0.898090 2.094011
H4 -0.077439 -0.164040 1.635510
H5 1.013041 -1.372390 -0.876594
H6 1.895390 -0.539918 0.517380
H7 0.454466 0.966822 -1.741103
H8 1.582011 1.672385 -0.330358
H9 3.724700 1.544144 -1.402212

Forces on atoms 1 to 2 (eV/Å):
C -0.8 -1.7 -1.6
C 0.4 4.6 0.6

Computed properties:
HOMO energy ... -9.07 eV
LUMO energy ... 0.557 eV
Orbital gap ... 0.354 hartree

Formula: C4H9NOS
Source: the Open Molecules 2025 dataset
Level of theory: ωB97M-V/def2-TZVPD

Atoms and positions in Å:
C1 0.149605 -0.794531 -1.327533
C2 -0.369217 0.701868 0.669806
C3 0.667501 0.235239 -0.376690
C4 1.999196 0.014524 0.319427
N1 -2.530406 0.718575 -0.297113
O1 -1.405381 1.386873 0.144969
S1 -3.138018 -0.668674 0.251368
H1 -0.434251 -0.411069 -2.031390
H2 -0.193997 -1.782549 -0.974418
H3 -0.795072 -0.018767 1.386768
H4 0.076120 1.432382 1.340196
H5 0.751361 1.221746 -0.949927
H6 2.140276 -0.814703 1.033840
H7 2.485405 0.845434 0.779611
H8 2.720583 -0.371467 -0.491601
H9 -2.123698 -1.694876 0.522690

Forces on atoms 1 to 2 (eV/Å):
C 1.5 -1.7 3.6
C 1.1 -1.3 1.9

Computed properties:
HOMO energy (alpha / beta) ... -8.11 / -10.07 eV
LUMO energy (alpha / beta) ... 0.610 / -0.546 eV
2S+1 ... 3
Orbital gap (alpha / beta) ... 0.321 / 0.350 hartree

Formula: C4H9NP
Source: the Open Molecules 2025 dataset
Level of theory: ωB97M-V/def2-TZVPD

Atoms and positions in Å:
P1 -2.464942 0.182498 0.175453
C1 -0.858052 -0.107978 -0.546164
C2 -0.049867 -1.381546 -0.111991
C3 1.023992 -0.516607 0.566811
C4 1.761448 0.416024 -0.306321
N1 0.475796 0.822678 0.203252
H1 -2.797575 1.190439 -0.578853
H2 -2.399044 0.867041 1.441258
H3 -0.947658 0.133245 -1.603824
H4 0.399560 -1.886201 -1.003717
H5 -0.609235 -2.085697 0.442988
H6 1.407323 -0.744172 1.527470
H7 2.606226 0.842691 0.372663
H8 1.985441 0.542264 -1.344940
H9 0.466593 1.725324 0.765920

Forces on atoms 1 to 2 (eV/Å):
P -0.9 -2.2 1.9
C 2.0 0.6 1.5

Computed properties:
HOMO energy ... -13.83 eV
Net charge ... +1
LUMO energy ... -3.741 eV
Orbital gap ... 0.371 hartree

Formula: C4H9NS
Source: the Open Molecules 2025 dataset
Level of theory: ωB97M-V/def2-TZVPD

Atoms and positions in Å:
C1 1.023579 2.948410 0.452223
N1 0.755332 1.771299 0.027901
S1 -0.570073 0.935192 0.708149
C2 -0.069181 -0.756365 0.225714
C3 0.287048 -0.786305 -1.273015
C4 -1.194096 -1.684877 0.635487
H1 0.366266 3.562056 1.081270
H2 1.988725 3.284835 0.157439
H3 0.783203 -1.054479 0.911167
H4 0.699313 -1.766222 -1.499370
H5 1.022891 -0.000467 -1.574197
H6 -0.579791 -0.634126 -1.922268
H7 -0.830731 -2.730297 0.591574
H8 -1.999171 -1.520832 -0.124007
H9 -1.683315 -1.567822 1.601934

Forces on atoms 1 to 2 (eV/Å):
C -0.8 -1.2 -0.4
N 0.1 0.4 1.3

Computed properties:
HOMO energy ... -8.49 eV
LUMO energy ... 1.040 eV
Orbital gap ... 0.350 hartree

Formula: C4H9NS
Source: the Open Molecules 2025 dataset
Level of theory: ωB97M-V/def2-TZVPD

Atoms and positions in Å:
C1 2.928087 0.414804 -0.530855
N1 1.795381 0.662736 -0.077311
C2 2.382818 -0.642867 0.340202
H1 3.792753 0.741063 -1.235632
H2 1.890568 -1.566885 -0.049967
H3 2.644322 -0.486310 1.400127
C3 -1.847885 -0.758891 -0.216859
C4 -2.161620 0.727343 -0.123102
S1 -1.166575 1.662352 1.198479
H4 -0.790103 -0.864310 -0.020231
H5 -2.167188 -1.501826 0.412765
H6 -2.207611 -1.080735 -1.224827
H7 -3.179153 0.889704 0.116453
H8 -1.757712 1.155174 -1.051270
H9 -0.156086 0.648645 1.062030

Forces on atoms 1 to 2 (eV/Å):
C 1.3 -0.6 -1.1
N -0.1 1.2 -1.4

Computed properties:
HOMO energy ... -8.48 eV
LUMO energy ... 1.015 eV
Orbital gap ... 0.349 hartree

Formula: C4H9NS
Source: the Open Molecules 2025 dataset
Level of theory: ωB97M-V/def2-TZVPD

Atoms and positions in Å:
C1 -0.739702 2.284793 0.805893
C2 -0.629735 0.916278 1.614383
C3 0.693975 0.251828 1.226996
C4 0.612120 -1.533799 -2.020317
H1 -0.240965 2.149720 -0.192520
H2 -1.806844 2.628295 0.781755
H3 -0.302357 3.223790 1.372019
H4 -0.741634 0.812228 2.704663
H5 -1.509222 0.224878 1.051517
H6 1.711371 0.455140 1.772874
H7 0.146246 -0.962892 -3.106411
H8 0.818260 -2.600549 -1.804228
H9 1.861387 -1.001588 -1.821132
N1 0.812622 -0.617449 0.363147
S1 -0.327783 -0.757593 -0.816393

Forces on atoms 1 to 2 (eV/Å):
C 0.1 1.6 2.2
C -1.1 -1.1 -3.0

Computed properties:
HOMO energy ... -8.24 eV
LUMO energy ... 0.984 eV
Orbital gap ... 0.339 hartree

Formula: C4H9O
Source: the Open Molecules 2025 dataset
Level of theory: ωB97M-V/def2-TZVPD

Atoms and positions in Å:
C1 2.067261 -1.768066 1.314475
O1 1.185901 -1.847174 0.295662
H1 1.639223 -1.518238 2.326472
H2 2.695831 -2.696480 1.450186
H3 2.825687 -0.950654 1.157892
C2 -0.845907 0.005509 -1.284410
C3 -1.531977 1.320977 -0.953540
C4 -1.393110 2.025435 0.263578
H4 -1.586751 -0.714000 -1.663579
H5 -0.053688 0.123754 -2.039218
H6 -0.348656 -0.453354 -0.412901
H7 -2.314077 1.631016 -1.653557
H8 -1.857334 3.009778 0.366826
H9 -0.482404 1.831495 0.832115

Forces on atoms 1 to 2 (eV/Å):
C -0.2 0.3 -0.9
O 0.3 -0.4 0.6

Computed properties:
HOMO energy (alpha / beta) ... 4.80 / 0.93 eV
Net charge ... -2
LUMO energy (alpha / beta) ... 7.445 / 7.412 eV
2S+1 ... 2
Orbital gap (alpha / beta) ... 0.097 / 0.238 hartree

Formula: C4H9O
Source: the Open Molecules 2025 dataset
Level of theory: ωB97M-V/def2-TZVPD

Atoms and positions in Å:
C1 -0.553784 -0.884792 0.792950
O1 -1.393818 -1.550616 -0.052048
C2 -0.588670 0.631574 0.417719
C3 0.357533 1.014691 -0.740653
C4 1.817368 0.625439 -0.457405
H1 -0.816720 -1.010735 1.844949
H2 0.481812 -1.226963 0.605398
H3 -0.374925 1.221137 1.302396
H4 -1.598075 0.833009 0.064757
H5 0.336597 2.103395 -0.730769
H6 -0.010472 0.537537 -1.644940
H7 2.030734 0.711743 0.611372
H8 2.515598 1.326075 -0.915758
H9 2.090152 -0.375521 -0.796184

Forces on atoms 1 to 2 (eV/Å):
C 0.2 0.4 -0.2
O 0.1 0.0 0.0

Computed properties:
HOMO energy (alpha / beta) ... -10.49 / -9.94 eV
LUMO energy (alpha / beta) ... 1.114 / -1.249 eV
2S+1 ... 2
Orbital gap (alpha / beta) ... 0.426 / 0.319 hartree

Formula: C4H9O2
Source: the Open Molecules 2025 dataset
Level of theory: ωB97M-V/def2-TZVPD

Atoms and positions in Å:
C1 -1.146577 -1.185209 -1.814251
C2 0.280451 -0.607077 -2.143945
O1 0.349365 -0.377308 -3.375067
O2 0.968489 -0.366771 -1.093600
H1 -1.105106 -2.287660 -1.739474
H2 -1.751260 -0.928540 -2.667788
H3 -1.669615 -0.786609 -0.915604
C3 0.065821 1.301790 1.217197
C4 0.866132 0.437245 2.218114
H4 -0.049844 0.686334 0.277999
H5 -0.835030 1.525422 1.706782
H6 0.666028 2.091281 0.818022
H7 0.338646 -0.215117 2.797504
H8 1.464518 0.862875 2.998282
H9 1.557981 -0.150656 1.715828

Forces on atoms 1 to 2 (eV/Å):
C -0.2 -0.4 0.4
C -2.0 0.5 1.4

Computed properties:
HOMO energy ... -3.86 eV
Net charge ... -1
LUMO energy ... 4.104 eV
Orbital gap ... 0.293 hartree

Formula: C4H9O2
Source: the Open Molecules 2025 dataset
Level of theory: ωB97M-V/def2-TZVPD

Atoms and positions in Å:
O1 -0.725002 1.947706 -0.558046
C1 0.219789 1.903393 0.390489
C2 0.635043 0.435480 0.817874
C3 0.434991 -0.541790 -0.349425
C4 -0.748656 -1.471004 -0.161099
O2 -1.251498 -2.004799 -1.371806
H1 -0.047154 2.449520 1.319722
H2 1.206420 2.332777 0.047359
H3 0.061213 0.106283 1.694968
H4 1.673698 0.464315 1.116024
H5 1.302318 -1.163640 -0.585974
H6 0.131037 0.194443 -1.119131
H7 -0.400914 -2.305400 0.462544
H8 -1.527284 -0.926633 0.384671
H9 -0.964003 -1.420652 -2.088174

Forces on atoms 1 to 2 (eV/Å):
O -0.2 0.0 0.0
C 0.2 -0.4 -0.6

Computed properties:
HOMO energy ... -2.40 eV
Net charge ... -1
LUMO energy ... 4.046 eV
Orbital gap ... 0.237 hartree

Formula: C4H9O2
Source: the Open Molecules 2025 dataset
Level of theory: ωB97M-V/def2-TZVPD

Atoms and positions in Å:
O1 0.754446 1.878344 -0.950041
C1 0.915618 1.497580 0.287774
C2 -0.154063 0.645894 1.044375
C3 -0.511800 -0.712479 0.402570
C4 -0.380145 -0.749101 -1.110941
O2 -0.951210 -1.949546 -1.669493
H1 0.965135 2.360932 1.050664
H2 1.912448 0.961818 0.561176
H3 -1.006670 1.304727 1.206734
H4 0.333477 0.424934 1.999740
H5 -1.505840 -0.959112 0.790527
H6 0.162625 -1.501860 0.761767
H7 -0.818575 0.134851 -1.569959
H8 0.666207 -0.667090 -1.411343
H9 -0.381653 -2.669891 -1.393549

Forces on atoms 1 to 2 (eV/Å):
O -0.4 -0.2 -0.7
C 0.9 0.5 2.0

Computed properties:
HOMO energy ... -2.34 eV
Net charge ... -1
LUMO energy ... 3.782 eV
Orbital gap ... 0.225 hartree

Formula: C4H9O2P
Source: the Open Molecules 2025 dataset
Level of theory: ωB97M-V/def2-TZVPD

Atoms and positions in Å:
C1 -1.005181 -0.339954 -1.055482
C2 -0.980830 -0.007105 1.380152
C3 0.370547 1.511637 -0.098467
C4 -0.605896 0.392304 0.005398
O1 1.877036 -1.029239 -1.404819
O2 0.956272 -1.855134 0.773239
P1 0.708157 -1.921321 -0.677561
H1 -0.770965 -0.040008 -2.064095
H2 2.513207 -0.619767 -0.811984
H3 -1.812085 -1.049529 -0.940634
H4 -0.175281 -0.668947 1.732640
H5 -1.898256 -0.587913 1.401623
H6 -1.046824 0.829731 2.069440
H7 0.002970 2.376292 0.453367
H8 1.312258 1.213428 0.367036
H9 0.554870 1.795525 -1.129854

Forces on atoms 1 to 2 (eV/Å):
C -0.6 0.7 0.1
C -0.1 0.0 0.2

Computed properties:
HOMO energy ... -8.99 eV
LUMO energy ... 0.439 eV
Orbital gap ... 0.347 hartree

Formula: C4H9O2S
Source: the Open Molecules 2025 dataset
Level of theory: ωB97M-V/def2-TZVPD

Atoms and positions in Å:
O1 -0.044624 -0.917371 -1.112648
C1 0.019513 -1.469724 0.047788
O2 0.508969 -0.950350 1.105596
C2 -0.557089 -2.892140 0.316545
H1 -0.057732 -3.359468 1.212960
H2 -1.645197 -2.813613 0.387601
H3 -0.391676 -3.569582 -0.545116
C3 1.590665 1.788496 -0.456598
S1 0.292024 2.973092 -0.010243
C4 -1.146034 1.790325 0.140186
H4 1.298341 1.025497 -1.240492
H5 1.900145 1.236233 0.424541
H6 2.411342 2.478270 -0.746599
H7 -2.029425 2.383689 0.412101
H8 -1.255567 1.254142 -0.824883
H9 -0.893648 1.042508 0.889262

Forces on atoms 1 to 2 (eV/Å):
O -0.2 -1.5 1.8
C 0.7 1.3 0.2

Computed properties:
HOMO energy ... -4.25 eV
Net charge ... -1
LUMO energy ... 3.471 eV
Orbital gap ... 0.284 hartree

Formula: C4H9O3
Source: the Open Molecules 2025 dataset
Level of theory: ωB97M-V/def2-TZVPD

Atoms and positions in Å:
C1 2.262914 -1.161255 1.944330
C2 1.640382 -0.654543 0.596886
O1 1.416494 0.591487 0.565856
O2 1.389420 -1.564074 -0.204778
H1 2.048232 -0.780275 2.905798
H2 3.286377 -0.849735 1.787143
H3 2.173335 -2.248091 1.935265
C3 -1.926794 1.296525 -0.942887
C4 -1.731546 -0.145715 -1.471902
O3 -0.797132 1.927045 -0.402841
H4 -2.091873 2.091252 -1.761897
H5 -2.666521 1.301288 -0.105732
H6 -2.419589 -0.826645 -0.950673
H7 -0.000115 1.636642 -0.039070
H8 -0.748517 -0.559292 -1.297869
H9 -1.835067 -0.054609 -2.557630

Forces on atoms 1 to 2 (eV/Å):
C 0.8 -0.8 -1.7
C -1.2 0.5 2.1

Computed properties:
HOMO energy ... -4.31 eV
Net charge ... -1
LUMO energy ... 4.073 eV
Orbital gap ... 0.308 hartree

Computed values of max |F| (unit: eV/A) for the preceding records, in sequence: 2.9, 4.6, 4.2, 3.5, 2.0, 3.2, 5.5, 1.0, 1.5, 3.2, 0.9, 2.2, 1.1, 2.3, 3.6.
Computed values of relative energy (zero: lowest compared OMol25 entry of this formula, charge and spin) (unit: eV) for the preceding records, in sequence: 3.157, 1.701, 2.694, 3.032, 1.351, 3.815, 3.919, 1.594, 0.000, 0.934, 2.430, 2.564, 0.891, 0.524, 1.510.